Density functional theory data (wB97M-V/def2-TZVPD) for a structure of composition C68H62Cl6CuF6N11O24S2 at a distorted geometry.

Structure (ORCA input):
```
! wB97M-V def2-TZVPD RIJCOSX def2/J DEFGRID3
* xyz 1 2
Cu -0.990 -0.373 3.570
C -1.580 1.475 -0.410
F -2.567 2.023 0.299
F -2.045 1.382 -1.673
F -0.454 2.186 -0.456
S -1.253 -0.425 0.303
O -2.520 -0.760 0.954
O -0.914 -1.272 -0.868
N -0.105 -0.328 1.627
S 1.337 -0.484 0.885
O 1.806 -1.837 1.106
O 1.449 -0.013 -0.488
C 2.580 0.624 1.878
F 2.216 1.910 1.881
F 2.684 0.115 3.113
F 3.785 0.434 1.301
Cl -5.358 2.460 0.539
C -5.751 0.871 1.402
C -6.996 0.158 0.842
Cl -8.533 1.005 0.952
H -5.922 1.099 2.454
H -4.845 0.271 1.327
H -7.247 -0.789 1.319
H -6.896 -0.062 -0.221
Cl -4.736 -2.818 0.009
C -3.828 -3.318 -1.420
C -4.751 -3.847 -2.510
Cl -5.280 -5.524 -2.316
H -2.985 -3.999 -1.296
H -3.332 -2.382 -1.676
H -4.182 -3.859 -3.439
H -5.604 -3.181 -2.640
Cl 5.765 3.629 5.024
C 5.353 2.477 3.754
C 5.078 3.236 2.466
Cl 3.778 4.437 2.666
H 4.475 1.850 3.907
H 6.251 1.894 3.552
H 4.713 2.567 1.686
H 5.994 3.637 2.032
C 4.203 -2.458 -0.847
C 5.392 -1.749 -0.919
C 5.784 -1.097 -2.082
C 5.021 -1.350 -3.229
C 3.790 -2.112 -3.147
C 3.351 -2.639 -1.938
N 5.462 -0.743 -4.492
O 6.521 -0.115 -4.590
O 4.662 -0.863 -5.401
H 3.978 -2.896 0.115
H 6.017 -1.640 -0.045
H 6.624 -0.419 -2.044
H 3.117 -2.254 -3.980
H 2.451 -3.220 -1.803
C -0.829 6.924 3.242
C -0.093 5.894 2.794
C -0.645 4.641 2.754
C -2.034 4.427 3.081
C -2.752 5.474 3.637
C -2.138 6.736 3.700
N -2.617 3.036 3.048
O -3.811 2.941 2.889
O -1.917 2.033 3.188
H -0.410 7.911 3.372
H 0.863 6.151 2.362
H -0.183 3.744 2.369
H -3.648 5.321 4.221
H -2.641 7.561 4.183
C 0.343 4.437 8.671
C 1.620 4.385 8.177
C 1.946 3.679 7.011
C 0.898 2.932 6.383
C -0.352 2.883 6.980
C -0.591 3.615 8.126
N 1.168 2.242 5.095
O 0.401 1.369 4.700
O 2.130 2.650 4.495
H 0.039 5.018 9.530
H 2.384 5.048 8.555
H 2.918 3.813 6.560
H -1.118 2.428 6.370
H -1.602 3.634 8.505
C 1.084 4.531 -1.704
C 1.315 3.315 -2.366
C 2.609 2.800 -2.240
C 3.624 3.421 -1.470
C 3.360 4.661 -0.824
C 2.059 5.190 -0.955
N 4.889 2.819 -1.254
O 5.762 3.390 -0.557
O 5.032 1.704 -1.711
H 0.174 5.055 -1.955
H 0.562 2.808 -2.951
H 2.899 1.913 -2.783
H 4.104 5.154 -0.216
H 1.816 6.184 -0.612
C -3.736 0.355 -4.386
C -4.598 0.906 -3.390
C -5.929 1.268 -3.749
C -6.397 0.880 -5.010
C -5.527 0.280 -5.913
C -4.226 0.015 -5.630
N -7.840 1.194 -5.406
O -8.401 1.960 -4.645
O -8.344 0.746 -6.455
H -2.740 0.042 -4.108
H -4.237 1.061 -2.384
H -6.562 1.765 -3.029
H -5.855 0.033 -6.912
H -3.656 -0.551 -6.352
C 1.428 0.601 -4.960
C 0.818 0.254 -6.165
C -0.106 -0.812 -6.226
C -0.351 -1.597 -5.064
C 0.222 -1.273 -3.858
C 1.154 -0.200 -3.839
N -1.298 -2.748 -5.211
O -1.855 -3.207 -4.248
O -1.691 -3.030 -6.329
H 2.188 1.364 -4.882
H 1.148 0.802 -7.035
H -0.490 -1.105 -7.191
H 0.002 -1.896 -3.004
H 1.609 0.035 -2.889
C 1.749 -6.576 -0.352
C 2.522 -7.650 -0.933
C 3.854 -7.655 -0.611
C 4.461 -6.675 0.145
C 3.675 -5.574 0.581
C 2.320 -5.492 0.293
N 5.932 -6.739 0.395
O 6.397 -5.995 1.222
O 6.707 -7.414 -0.295
H 0.686 -6.628 -0.531
H 2.084 -8.491 -1.449
H 4.577 -8.353 -1.007
H 4.087 -4.862 1.280
H 1.726 -4.690 0.706
C -4.950 -6.254 1.975
C -3.801 -6.483 1.262
C -2.762 -5.580 1.452
C -2.810 -4.516 2.346
C -3.994 -4.302 3.009
C -5.078 -5.166 2.845
N -1.649 -3.562 2.411
O -1.690 -2.545 3.119
O -0.601 -3.869 1.888
H -5.781 -6.915 1.779
H -3.747 -7.344 0.613
H -1.908 -5.724 0.807
H -3.977 -3.449 3.672
H -5.999 -5.002 3.384
C -2.367 3.566 -4.293
C -2.791 4.897 -4.481
C -2.245 5.629 -5.474
C -1.160 5.097 -6.246
C -0.879 3.703 -6.191
C -1.582 2.906 -5.223
N -0.409 6.024 -7.124
O -0.359 7.214 -6.836
O 0.015 5.540 -8.178
H -2.855 2.996 -3.516
H -3.581 5.350 -3.900
H -2.571 6.659 -5.466
H -0.155 3.242 -6.845
H -1.301 1.864 -5.179
C 4.138 -5.416 4.794
C 4.510 -4.365 5.611
C 3.830 -3.173 5.652
C 2.637 -3.061 4.901
C 2.273 -4.087 4.001
C 3.053 -5.237 3.942
N 1.827 -1.838 4.969
O 2.368 -0.945 5.661
O 0.759 -1.692 4.342
H 4.680 -6.350 4.758
H 5.308 -4.520 6.323
H 4.114 -2.423 6.376
H 1.515 -3.982 3.239
H 2.893 -6.024 3.219
*
```

Values from the calculation:
⟨S²⟩ = 0.755
HOMO level (alpha / beta) = -11.30 / -11.30 eV
Orbital gap (alpha / beta) = 6.8 / 3.1 eV
M = 1871.68 g mol⁻¹
LUMO level (alpha / beta) = -0.16421 / -0.30234 hartree

Density functional theory data (wB97M-V/def2-TZVPD) for the molecule C3H5NO2.

Structure (ORCA input):
```
! wB97M-V def2-TZVPD RIJCOSX def2/J DEFGRID3
* xyz 0 1
N 1.486 0.525 0.491
C 1.251 0.024 -0.643
O 0.250 -0.853 -0.876
C -0.791 -0.903 0.104
C -1.246 0.520 0.418
O -1.267 1.008 1.515
H 2.223 1.223 0.442
H 1.764 0.236 -1.582
H -0.503 -1.425 1.021
H -1.600 -1.440 -0.405
H -1.567 1.086 -0.486
*
```

Values from the calculation:
HOMO level = -9.88 eV
SMILES = [H]/N=C/OCC=O
Orbital gap = 10.7 eV
M = 87.08 g mol⁻¹
LUMO level = 0.03115 hartree

Density functional theory data (wB97M-V/def2-TZVPD) for a cluster of 4 separate species, C31H41FNO2PS3 in total at a distorted geometry.

Structure (ORCA input):
```
! wB97M-V def2-TZVPD RIJCOSX def2/J DEFGRID3
* xyz 0 1
O -2.132 -2.274 -0.207
C -1.307 -1.631 0.346
F -0.567 -2.187 1.331
C -0.889 -0.211 0.117
P -1.661 0.480 -1.427
C -0.351 0.318 -2.723
C 1.129 0.571 -2.417
C 2.064 -0.138 -3.414
S 2.475 0.865 -4.877
C -1.842 2.294 -1.082
C -0.614 3.214 -1.024
C 0.402 2.878 0.058
S -0.422 2.929 1.671
C 0.514 1.915 2.769
S -0.380 1.107 3.878
N 1.891 1.814 2.772
C 2.425 0.435 2.646
C 3.540 0.234 1.602
O 4.339 1.370 1.373
C 3.484 2.422 0.960
C 2.701 2.873 2.170
H -1.184 0.384 0.983
H 0.203 -0.236 0.098
H -0.441 -0.718 -3.057
H -0.669 0.927 -3.571
H 1.406 0.217 -1.424
H 1.368 1.632 -2.458
H 1.593 -1.036 -3.807
H 2.993 -0.406 -2.916
H 2.132 2.069 -4.405
H -2.449 2.386 -0.182
H -2.471 2.632 -1.907
H -0.964 4.235 -0.847
H -0.131 3.220 -2.001
H 1.216 3.600 0.022
H 0.824 1.890 -0.088
H 2.778 0.085 3.616
H 1.595 -0.220 2.387
H 4.205 -0.543 1.971
H 3.122 -0.139 0.657
H 2.833 2.012 0.183
H 4.064 3.229 0.519
H 2.116 3.768 1.975
H 3.447 3.166 2.915
C 5.075 2.388 -7.089
C 6.213 2.720 -7.810
C 6.241 3.881 -8.572
C 5.130 4.713 -8.609
C 3.992 4.382 -7.886
C 3.964 3.219 -7.130
H 5.049 1.484 -6.496
H 7.081 2.074 -7.779
H 7.128 4.136 -9.137
H 5.152 5.619 -9.200
H 3.126 5.031 -7.915
H 3.073 2.961 -6.573
C -6.225 -1.628 1.288
C -4.927 -2.053 1.538
C -4.606 -2.607 2.769
C -5.580 -2.745 3.747
C -6.879 -2.323 3.496
C -7.200 -1.762 2.267
H -6.476 -1.193 0.329
H -4.164 -1.952 0.779
H -3.592 -2.935 2.966
H -5.326 -3.183 4.704
H -7.640 -2.432 4.257
H -8.212 -1.430 2.072
C -2.908 -7.026 5.929
C -3.530 -6.227 6.878
C -3.351 -4.851 6.851
C -2.554 -4.274 5.872
C -1.934 -5.073 4.921
C -2.109 -6.449 4.951
H -3.046 -8.099 5.950
H -4.155 -6.677 7.639
H -3.834 -4.227 7.593
H -2.418 -3.200 5.848
H -1.316 -4.621 4.155
H -1.624 -7.072 4.211
*
```

Values from the calculation:
HOMO level = -8.53 eV
SMILES = O=C(F)CP(CCCS)CCCSC(=S)N1CCOCC1.c1ccccc1.c1ccccc1.c1ccccc1
Orbital gap = 8.5 eV
M = 605.85 g mol⁻¹
LUMO level = -0.00184 hartree

Density functional theory data (wB97M-V/def2-TZVPD) for a cluster of 6 separate species, C6H24N12O6 in total at a distorted geometry.

Structure (ORCA input):
```
! wB97M-V def2-TZVPD RIJCOSX def2/J DEFGRID3
* xyz -1 2
C -0.826 0.433 -0.286
O -1.206 1.518 -0.109
N -1.425 -0.520 -0.917
N 0.331 0.010 0.193
H -2.347 -0.221 -1.200
H -0.959 -1.382 -1.159
H 0.499 -0.983 0.262
H 0.796 0.681 0.788
C -2.621 3.641 -2.815
O -3.228 4.192 -3.679
N -1.309 3.560 -2.760
N -3.076 3.051 -1.759
H -0.899 2.893 -2.122
H -0.740 3.974 -3.485
H -4.075 3.196 -1.727
H -2.513 2.906 -0.933
C 2.858 0.391 2.693
O 3.787 -0.277 2.204
N 2.060 0.060 3.611
N 2.541 1.616 2.247
H 2.087 -0.833 4.081
H 1.463 0.829 3.880
H 3.035 2.166 1.559
H 1.834 2.070 2.807
C 4.878 -2.059 -0.657
O 5.471 -2.337 -1.697
N 5.439 -1.877 0.506
N 3.623 -2.030 -0.503
H 6.439 -1.868 0.643
H 4.939 -1.259 1.129
H 3.367 -1.509 0.324
H 3.034 -1.928 -1.317
C 0.704 -3.461 -1.872
O 1.486 -2.558 -2.178
N -0.115 -4.068 -2.666
N 0.525 -3.850 -0.633
H -0.763 -4.719 -2.247
H -0.015 -3.957 -3.665
H -0.073 -4.595 -0.306
H 1.160 -3.418 0.022
C -4.242 1.131 1.703
O -3.510 0.166 1.735
N -3.868 2.255 1.202
N -5.373 1.277 2.351
H -4.450 3.047 0.968
H -3.082 2.078 0.592
H -5.876 2.145 2.463
H -5.766 0.424 2.724
*
```

Values from the calculation:
⟨S²⟩ = 0.750
HOMO level (alpha / beta) = 0.30 / -6.29 eV
Orbital gap (alpha / beta) = 2.2 / 8.7 eV
M = 360.34 g mol⁻¹
LUMO level (alpha / beta) = 0.09000 / 0.08741 hartree

The highest M belongs to which entry? C68H62Cl6CuF6N11O24S2